Below is a molecular structure, C44H58N3OP2SSiSn, with properties calculated with ωB97M-V/def2-TZVPD.

Results
Total charge ... +1
Largest force on an atom ... 0.96 eV/Å
Spin multiplicity ... 1
Gap between HOMO and LUMO ... 7.3 eV

Last column: Mulliken charge in e.
Geometry (Å):
Sn: -0.46880 0.34002 0.15537  -0.106
S: 1.58062 -0.89803 0.54762  -0.800
P: 0.94281 2.32739 -1.36603  1.445
P: -1.74915 -1.96698 0.22680  1.078
Si: -3.36009 2.08741 -0.35854  1.004
O: 0.53346 1.91212 2.08507  0.087
N: 0.03315 -1.29965 2.68520  1.061
N: -1.91523 1.70643 0.64506  0.918
N: -0.64134 -0.31440 -1.86079  0.631
C: -4.11983 3.71863 0.15775  -1.294
C: 1.33000 0.95277 4.20027  -0.034
C: 0.46623 -0.74242 -3.97173  -0.261
C: 1.20207 -1.58667 2.12362  1.282
C: -3.51865 -1.47319 -3.93975  -0.940
C: 2.85669 1.63277 2.46917  -0.353
C: 0.39124 4.10383 -1.54861  0.283
C: 1.68943 0.95382 -5.14972  -1.216
C: 0.84199 1.38475 -2.90770  -0.038
C: 0.08452 4.53285 -2.98405  -1.676
C: 1.18182 -0.34309 -5.07530  -0.814
C: -2.96531 -2.20451 1.61583  0.656
C: -2.49008 -1.86832 -1.39831  0.234
C: -0.23359 -1.83281 3.88668  -0.450
C: 3.92571 1.19561 3.23941  -0.733
C: -1.82533 -0.98361 -2.27027  -0.477
C: -1.73699 3.70314 4.37569  -0.839
C: -2.79405 2.33597 -2.13205  -1.326
C: -2.95605 3.33697 3.83114  -1.194
C: 0.21428 0.12871 -2.89502  -0.351
C: -0.75711 4.48979 -0.61646  -1.196
C: -3.16507 -0.87883 2.36963  -0.236
C: 1.53676 1.78377 -4.06331  -0.591
C: -2.40036 -0.77739 -3.53548  0.049
C: -0.57781 3.21869 3.79551  -0.925
C: 3.57880 1.27869 -1.33279  -1.198
C: -4.12001 -2.41034 -3.10173  -1.102
C: -4.34560 -2.77606 1.28467  -1.900
C: 2.40522 0.53275 4.96775  -0.811
C: -1.83417 2.20875 1.97527  0.719
C: 1.84302 -2.98098 3.95121  -0.842
C: 3.70525 0.65041 4.49371  -0.872
C: 3.45815 3.65114 -2.03452  -1.713
C: 2.78770 2.57646 -1.16735  0.424
C: -0.63343 2.43553 2.65383  -0.107
C: 1.56969 1.51102 2.95429  -0.019
C: -0.74865 -3.52163 0.15914  0.794
C: -3.61292 -2.58464 -1.83309  -0.672
C: 0.63022 -2.66881 4.55769  -1.227
C: -4.68497 0.78458 -0.38732  -1.163
C: -2.99086 2.58704 2.66826  -0.752
C: 0.11134 -3.60535 -1.10538  -1.373
C: -1.65296 -4.75349 0.22935  -1.459
C: 2.13820 -2.43856 2.72026  -1.028
H: -3.79586 -1.04618 3.24517  0.805
H: -0.58384 4.16730 0.41123  0.005
H: -4.29055 -0.15832 -0.76501  0.087
H: 4.93204 1.28527 2.85102  0.482
H: -1.68158 4.34007 5.24761  0.450
H: -2.27789 -4.82605 -0.66238  0.267
H: 4.53759 0.32072 5.10106  0.442
H: -2.43824 -2.90856 2.26763  0.847
H: 3.68801 1.03820 -2.39192  0.330
H: 1.26085 4.64929 -1.18374  0.820
H: -5.16222 0.60690 0.57764  0.373
H: 2.22313 1.29195 -6.02761  0.460
H: -4.87210 -2.16204 0.55570  0.322
H: 1.33766 -1.03846 -5.89067  0.438
H: 3.01892 2.05265 1.49081  0.217
H: 3.07055 -2.65262 2.21445  0.539
H: -3.93278 -1.28107 -4.92177  0.448
H: -3.88209 3.64125 4.30109  0.469
H: 0.32049 0.83059 4.56436  0.584
H: -4.30506 -3.80120 0.91644  0.335
H: -4.98018 3.60220 0.81880  0.390
H: -3.94721 2.29854 2.25713  0.694
H: 0.36592 -3.06083 5.52977  0.457
H: 0.76583 -2.74912 -1.23164  -0.011
H: -0.53818 3.80253 -3.50188  0.248
H: -3.66007 -0.14849 1.73590  -1.024
H: -1.18627 -1.56069 4.32745  0.444
H: 0.72993 -4.50358 -1.05548  0.641
H: -2.86151 3.39138 -2.40408  0.692
H: 0.38464 3.44554 4.23191  0.582
H: 1.97173 2.76997 -4.10072  0.330
H: -2.22878 -0.44040 2.69212  -0.468
H: 2.95112 4.61373 -2.03340  0.348
H: 3.57674 3.31923 -3.06382  0.327
H: -1.69718 4.06766 -0.95331  -0.173
H: -5.46139 1.10939 -1.08685  0.605
H: -0.52877 -3.68462 -1.98757  0.219
H: 4.46274 3.81911 -1.64074  0.474
H: -1.77288 2.00847 -2.32808  -0.029
H: -4.08658 -3.29589 -1.17436  0.430
H: -0.85657 5.57738 -0.61364  0.666
H: -3.40641 4.37318 0.65926  0.342
H: 2.54873 -3.64178 4.43811  0.484
H: -4.46526 4.22543 -0.74713  0.550
H: 2.86300 2.91888 -0.13108  0.581
H: 3.11521 0.42570 -0.84883  0.123
H: 0.98635 4.68964 -3.57579  0.328
H: -1.96051 -0.05075 -4.20328  0.595
H: 0.07181 -1.74918 -3.92203  0.601
H: -0.45895 5.47964 -2.96059  0.486
H: -4.97253 -2.98599 -3.43532  0.450
H: -2.29458 -4.76967 1.10999  0.381
H: -1.02500 -5.64532 0.26625  0.483
H: -3.45037 1.78289 -2.80574  0.683
H: -4.93916 -2.78321 2.20070  0.468
H: 4.57900 1.39668 -0.90964  0.519
H: 2.21999 0.10832 5.94620  0.431
H: -0.10868 -3.48685 1.04615  0.352

Atomic forces in eV per Å
0.34 -0.21 -0.87
0.15 0.19 0.37
0.33 -0.07 0.01
-0.25 -0.20 0.40
0.37 0.30 -0.20
-0.11 -0.17 0.13
0.00 0.05 0.13
-0.02 -0.25 0.87
-0.42 0.18 -0.38
-0.04 0.08 0.14
-0.02 0.01 -0.01
0.04 -0.05 0.13
0.05 -0.08 0.00
-0.08 -0.07 0.03
0.03 0.02 0.08
-0.32 -0.04 0.11
0.00 -0.09 -0.01
-0.13 0.17 -0.16
0.06 0.04 0.00
0.02 0.07 -0.07
-0.13 0.34 0.01
-0.04 0.15 -0.07
-0.04 0.06 -0.15
0.00 0.00 -0.05
0.10 0.17 0.05
0.05 -0.01 0.00
-0.01 -0.17 -0.13
-0.06 -0.07 -0.03
-0.06 -0.18 0.04
0.07 -0.05 0.10
0.00 -0.19 -0.09
0.02 -0.06 0.11
0.05 0.15 0.06
0.01 0.01 0.03
-0.03 -0.02 -0.02
0.01 0.05 -0.11
0.09 -0.19 -0.01
0.01 0.01 0.01
-0.43 0.02 -0.27
0.01 -0.04 0.01
-0.03 -0.01 0.03
0.00 0.02 0.06
0.07 -0.03 0.01
0.33 0.11 -0.11
-0.15 0.08 -0.19
0.10 0.02 0.01
0.13 0.01 0.03
0.02 -0.03 0.04
-0.07 -0.11 0.08
-0.03 -0.03 0.02
-0.09 0.01 0.00
0.01 -0.03 0.10
0.06 0.07 -0.12
0.01 -0.02 0.00
0.01 -0.01 0.00
-0.05 -0.10 -0.01
-0.01 0.02 0.02
0.00 -0.05 0.02
-0.01 -0.01 0.00
0.00 0.00 -0.01
0.01 0.05 0.05
-0.01 0.01 0.01
0.03 0.01 -0.03
-0.04 0.03 -0.04
-0.01 -0.01 0.01
-0.01 0.04 0.02
0.02 0.01 0.02
0.01 -0.01 -0.03
-0.01 0.01 0.04
0.02 -0.02 0.00
0.00 -0.02 -0.02
-0.01 0.08 0.02
-0.01 0.04 -0.04
0.02 0.01 -0.04
-0.05 0.03 0.01
-0.01 -0.02 -0.02
0.01 0.05 0.00
-0.01 0.02 0.01
-0.04 -0.04 0.02
-0.04 0.02 -0.03
-0.03 0.00 0.00
-0.04 -0.09 -0.02
0.03 -0.01 -0.01
-0.03 0.02 0.01
0.15 0.05 0.08
0.02 0.00 -0.02
0.01 0.00 0.01
0.08 0.11 0.08
0.03 0.04 0.02
0.02 -0.04 0.02
0.00 0.00 -0.01
0.03 -0.05 -0.05
0.02 0.01 0.01
-0.01 0.00 -0.02
-0.03 0.04 -0.02
0.00 0.02 0.00
0.00 -0.02 0.00
-0.04 0.03 -0.04
0.02 0.01 0.06
0.00 -0.06 0.00
0.02 -0.01 -0.03
-0.04 0.02 -0.03
0.03 0.00 -0.02
-0.01 0.03 0.01
0.04 -0.02 -0.01
-0.02 -0.01 -0.03
0.01 -0.04 -0.04
0.00 -0.02 -0.01
-0.01 0.02 -0.04
0.00 -0.01 -0.01
-0.02 -0.06 -0.05